Record 1
C47H64CrF5GeN4P3S2 | ωB97M-V/def2-TZVPD

The geometry in XYZ format:
```
127
Properties=species:S:1:pos:R:3:forces:R:3
Cr 0.6162 0.1300 0.2515 -0.360 0.842 -0.438
C -2.9477 -4.4605 -0.4691 0.059 -0.144 -0.064
C -2.6052 -3.3181 -1.4209 0.049 0.037 0.008
C -3.3127 -3.5131 -2.7623 0.021 0.020 -0.006
P -2.7586 -1.6865 -0.5191 -0.050 -0.039 -0.249
C -2.8374 -0.5973 -2.0349 0.025 0.084 -0.220
N -2.6735 0.8454 -1.9240 -0.041 0.405 0.450
Ge -0.9690 1.6862 -1.4163 0.759 -0.413 0.128
N -0.8776 3.4694 -0.5757 -0.485 -0.233 -0.179
C -0.3638 3.6581 0.7494 0.098 -0.029 -0.066
P -0.2154 2.0792 1.6482 0.159 -0.054 0.338
C 0.9696 2.5898 2.9939 0.036 -0.074 -0.032
C 0.9686 1.5864 4.1457 -0.017 0.000 -0.009
C 0.8736 4.0241 3.5192 -0.034 0.022 -0.012
C -1.8736 1.8894 2.4775 0.078 -0.118 -0.017
C -2.3042 3.0123 3.4172 0.016 0.021 -0.007
C -2.9563 1.6102 1.4385 0.002 -0.011 0.012
C -1.0318 4.6263 -1.3016 0.002 -0.025 -0.140
C -0.5374 5.8840 -0.9356 0.040 0.037 0.035
C -0.7150 6.9788 -1.7744 -0.004 -0.007 -0.029
C -1.3808 6.8616 -2.9828 0.003 0.009 0.010
C -1.9019 5.6222 -3.3459 0.060 0.020 -0.049
C -1.7371 4.5398 -2.5118 0.099 0.036 0.190
N -2.2792 3.2456 -2.7507 -0.158 0.147 -0.213
C -3.5865 2.9987 -2.2351 -0.072 -0.126 0.167
C -4.5723 3.9511 -2.1195 -0.080 0.016 0.004
C -5.8557 3.5704 -1.7275 0.021 0.029 0.001
C -6.1120 2.2301 -1.5017 -0.002 -0.050 -0.017
C -5.1046 1.2727 -1.5835 -0.010 0.039 0.039
C -3.7927 1.6456 -1.8838 0.112 0.147 -0.180
C -2.0655 2.7374 -4.0715 -0.029 -0.008 -0.063
C -2.9674 2.9039 -5.0993 -0.022 -0.021 0.005
C -2.6689 2.4287 -6.3727 0.009 -0.004 0.003
C -1.4566 1.7921 -6.5757 -0.025 0.003 -0.028
C -0.5593 1.5973 -5.5327 0.066 -0.057 -0.018
C -0.8533 2.0551 -4.2414 -0.064 0.005 -0.154
N -0.0577 1.8725 -3.1321 -0.222 0.029 0.279
C 1.1005 1.0526 -3.3737 -0.006 -0.054 0.086
P 2.0458 0.5786 -1.8742 0.285 -0.061 0.024
C 3.0998 -0.6993 -2.7593 0.008 0.032 0.013
C 2.3338 -1.7849 -3.5409 -0.083 -0.006 -0.026
C 4.1798 -1.3049 -1.8677 -0.036 0.038 0.057
C 3.2813 1.9472 -1.6362 -0.026 -0.054 0.062
C 2.5310 3.2064 -1.2218 0.052 0.029 0.017
C 4.2363 2.2400 -2.7893 -0.038 -0.025 -0.022
C -4.4836 -1.6447 0.1971 0.061 0.018 0.057
C -5.6538 -2.2276 -0.5880 -0.014 -0.018 -0.052
C -4.4265 -2.2114 1.6203 -0.036 -0.036 -0.001
H -2.5620 -5.4057 -0.8612 -0.010 -0.007 0.015
H -4.0296 -4.5682 -0.3568 0.081 -0.014 0.017
H -2.5112 -4.3082 0.5165 0.084 -0.026 0.086
H -1.5226 -3.3509 -1.6066 -0.087 -0.030 0.020
H -4.3967 -3.4881 -2.6571 -0.049 0.001 -0.003
H -3.0481 -4.4918 -3.1745 0.007 -0.011 0.009
H -3.0277 -2.7640 -3.5011 -0.008 -0.022 -0.002
H -3.7420 -0.7646 -2.6320 0.024 -0.085 0.047
H -2.0101 -0.9730 -2.6515 0.016 -0.009 0.078
H -0.9958 4.3496 1.3219 -0.020 -0.010 -0.028
H 0.6384 4.1083 0.7335 0.016 -0.040 0.033
H 1.9345 2.5016 2.4916 -0.018 -0.020 -0.018
H 0.0447 1.6456 4.7268 -0.027 -0.007 -0.014
H 1.8016 1.8047 4.8165 -0.012 0.001 0.002
H 1.0792 0.5651 3.7853 0.024 -0.015 0.024
H -0.0403 4.2074 4.0810 0.024 0.027 -0.005
H 0.9418 4.7706 2.7283 -0.005 0.020 -0.007
H 1.7136 4.1975 4.1964 0.010 -0.016 0.002
H -1.7579 0.9778 3.0696 0.041 0.013 0.000
H -2.3073 3.9891 2.9296 -0.003 0.020 -0.004
H -1.6780 3.0716 4.3054 -0.020 -0.006 -0.015
H -3.3272 2.8179 3.7492 -0.009 -0.010 -0.001
H -3.1267 2.4673 0.7825 0.012 0.021 -0.037
H -3.9015 1.3896 1.9423 -0.007 -0.007 0.006
H -2.6891 0.7426 0.8344 -0.006 0.007 -0.052
H 0.0030 6.0174 -0.0090 -0.008 -0.015 -0.001
H -0.3119 7.9384 -1.4736 0.000 0.004 0.006
H -1.5019 7.7185 -3.6316 -0.004 0.002 -0.010
H -2.4325 5.4931 -4.2815 -0.002 0.004 0.000
H -4.3468 4.9835 -2.3572 0.003 -0.001 -0.001
H -6.6402 4.3092 -1.6312 0.002 0.001 -0.002
H -7.1133 1.9088 -1.2396 0.001 0.003 0.000
H -5.3504 0.2449 -1.3832 0.015 -0.100 0.003
H -3.9101 3.3981 -4.8942 -0.003 0.007 -0.003
H -3.3704 2.5577 -7.1857 -0.010 0.004 -0.005
H -1.2002 1.4219 -7.5611 0.001 0.000 -0.001
H 0.3651 1.0742 -5.7321 -0.015 0.015 -0.001
H 1.7873 1.5367 -4.0804 -0.005 0.030 0.036
H 0.8044 0.1029 -3.8338 0.038 -0.054 -0.025
H 3.6016 -0.0853 -3.5129 0.010 0.028 0.035
H 1.3599 -2.0186 -3.1150 0.084 0.000 -0.079
H 2.9133 -2.7101 -3.5264 -0.001 -0.003 -0.004
H 2.1966 -1.5004 -4.5851 -0.012 0.021 -0.029
H 3.7362 -1.9573 -1.1161 0.025 0.012 -0.001
H 4.7417 -0.5455 -1.3266 0.011 -0.030 0.019
H 4.8697 -1.8876 -2.4846 -0.004 -0.013 -0.021
H 3.8702 1.5994 -0.7838 -0.030 0.000 0.026
H 1.8926 3.5804 -2.0264 -0.022 0.018 -0.005
H 3.2360 3.9939 -0.9438 -0.002 0.005 -0.001
H 1.9027 2.9920 -0.3621 -0.062 0.010 0.047
H 3.7047 2.4813 -3.7129 0.001 0.003 -0.026
H 4.9209 1.4160 -2.9862 0.005 -0.013 -0.007
H 4.8432 3.1115 -2.5319 -0.003 0.005 0.007
H -4.6456 -0.5692 0.3130 -0.002 0.034 -0.002
H -5.6123 -3.3183 -0.5984 -0.035 0.055 -0.006
H -5.6712 -1.8937 -1.6273 -0.017 0.034 0.008
H -6.6050 -1.9422 -0.1273 -0.007 0.005 -0.001
H -4.2978 -3.2958 1.6180 -0.003 0.042 0.008
H -5.3509 -1.9869 2.1610 -0.008 0.001 0.004
H -3.5863 -1.7797 2.1674 0.001 -0.003 0.040
S 0.8501 -1.9272 -0.6662 0.003 -0.146 0.075
C 0.3315 -3.0986 0.5252 -0.025 0.042 0.182
C 0.5327 -4.4648 0.3198 -0.022 0.034 -0.038
C 0.1834 -5.3832 1.2940 -0.082 -0.028 -0.091
C -0.4008 -4.9442 2.4778 -0.054 0.022 0.054
C -0.6073 -3.5912 2.6878 0.006 0.021 0.020
C -0.2219 -2.6530 1.7273 0.035 -0.102 -0.080
S -0.3709 -0.9414 2.0308 0.159 0.083 0.128
H 0.9863 -4.7922 -0.6088 0.003 0.000 -0.007
H 0.3529 -6.4400 1.1278 0.014 -0.003 0.001
H -0.6862 -5.6570 3.2420 0.003 -0.001 0.003
H -1.0383 -3.2398 3.6178 -0.014 0.005 0.003
F 3.1057 -1.0737 2.0167 -0.139 -0.327 0.263
C 3.6518 -0.1118 1.2320 0.097 0.441 -0.203
F 2.4105 0.8713 1.0870 -0.280 -0.317 -0.110
C 4.4440 0.7614 2.2060 0.066 0.047 -0.109
F 5.5532 0.0998 2.5837 0.113 -0.078 0.014
F 3.8318 1.1447 3.3505 -0.094 -0.026 0.116
F 4.8459 1.9043 1.6081 0.002 0.052 -0.077
```
Forces are in eV/Å.

Output
net charge	-1
spin multiplicity	2
HOMO-LUMO gap (spin up / spin down)	6.92 / 7.09	eV
expectation value of S²	0.90
LUMO level (spin up / spin down)	2.2 / 2.4	eV


Record 2
C4H8S | ωB97M-V/def2-TZVPD

The geometry in XYZ format:
```
13
Properties=species:S:1:pos:R:3:forces:R:3
C 1.7428 -0.0723 -0.4576 3.324 3.584 4.264
C 0.7153 -0.7277 0.3338 -1.178 -0.742 2.413
C -0.6470 -0.1601 0.4981 -4.493 -2.175 2.337
C -1.6087 0.7383 -0.3721 -0.149 0.916 3.231
H 1.7470 1.1227 0.0030 -0.081 -3.041 -1.432
H 1.4443 0.0200 -1.4616 0.993 -0.220 -1.656
H 2.8597 -0.4059 0.1438 -2.968 0.647 -3.315
H 1.2779 -1.0725 1.2623 -1.839 0.043 -0.815
H -1.2686 -0.3868 1.5361 2.364 0.910 -2.206
H -0.8811 1.0860 -1.2038 -2.505 -0.163 0.675
H -2.6455 0.1335 -0.4271 2.779 1.261 -1.131
H -2.0382 1.5714 0.4411 1.699 -1.235 -2.555
S -0.6980 -1.8467 -0.2961 2.055 0.214 0.190
```
Forces are in eV/Å.

Output
net charge	0
spin multiplicity	1
HOMO-LUMO gap	9.24	eV
LUMO level	0.7	eV
energy relative to the best compared isomer or geometry (same formula, charge and spin)	3.6306	eV


Looking at electronic energy for the records above, in order, we have -203803.6833; -15108.7550 eV.
Looking at maximum force for the records above, in order, we have 0.0197; 0.1261 hartree/bohr.